{
  "formula": "C39H82F10N12O20S10",
  "method": "the ωB97M-V functional and the def2-TZVPD basis",
  "homo_lumo_gap_ha": 0.146,
  "total_charge": 0,
  "elements": ["C", "C", "C", "C", "N", "C", "C", "C", "C", "C", "H", "H", "H", "H", "H", "H", "H", "H", "H", "H", "H", "H", "H", "H", "H", "H", "H", "H", "H", "H", "C", "C", "C", "C", "N", "C", "C", "C", "C", "C", "H", "H", "H", "H", "H", "H", "H", "H", "H", "H", "H", "H", "H", "H", "H", "H", "H", "H", "H", "H", "C", "C", "C", "C", "N", "C", "C", "C", "C", "C", "H", "H", "H", "H", "H", "H", "H", "H", "H", "H", "H", "H", "H", "H", "H", "H", "H", "H", "H", "H", "C", "C", "N", "C", "C", "N", "C", "C", "H", "H", "H", "H", "H", "H", "H", "H", "H", "H", "H", "C", "C", "N", "C", "C", "N", "C", "C", "H", "H", "H", "H", "H", "H", "H", "H", "H", "H", "H", "N", "S", "O", "O", "F", "S", "O", "O", "F", "N", "S", "O", "O", "F", "S", "O", "O", "F", "N", "S", "O", "O", "F", "S", "O", "O", "F", "N", "S", "O", "O", "F", "S", "O", "O", "F", "N", "S", "O", "O", "F", "S", "O", "O", "F"],
  "xyz": [[5.5597, -4.3896, 9.7536], [4.1465, -3.9213, 9.2918], [4.2954, -2.6764, 8.4207], [4.6592, -2.9624, 6.9486], [4.8254, -1.8129, 5.9936], [6.0231, -0.9516, 6.4469], [6.9237, -0.7362, 5.1300], [6.0806, -1.2564, 3.9267], [5.1825, -2.2894, 4.6012], [3.4981, -1.1105, 5.9781], [6.0566, -3.6128, 10.3347], [6.2002, -4.6550, 8.9125], [5.5365, -5.3147, 10.3296], [3.5319, -3.6704, 10.1563], [3.6992, -4.7846, 8.7990], [5.0418, -1.9528, 8.7482], [3.3845, -2.0984, 8.5764], [3.9389, -3.5915, 6.4255], [5.5700, -3.5604, 6.9177], [5.6698, -0.0735, 6.9874], [6.7247, -1.2800, 7.2137], [6.9856, 0.3425, 4.9863], [7.9620, -1.0630, 5.0734], [5.6413, -0.5343, 3.2384], [6.7977, -1.7786, 3.2932], [4.3443, -2.7609, 4.0882], [5.8111, -3.1742, 4.7020], [2.7341, -1.7921, 5.6042], [3.5687, -0.2261, 5.3450], [3.2469, -0.7400, 6.9720], [6.5662, -0.5915, 11.1134], [7.4998, 0.5816, 10.8869], [7.3799, 1.0438, 9.5064], [8.0672, 2.3523, 9.3498], [7.6759, 3.2256, 8.1428], [8.5411, 4.5574, 8.2438], [7.6846, 5.6603, 7.5603], [6.2346, 4.9948, 7.3895], [6.1954, 3.6733, 8.1420], [7.9333, 2.4517, 6.8362], [5.5479, -0.4950, 10.7369], [6.4402, -0.8144, 12.1730], [6.9530, -1.4524, 10.5681], [8.4957, 0.1955, 11.1041], [7.2459, 1.3619, 11.6043], [6.3260, 1.2042, 9.2789], [7.9263, 0.5430, 8.7072], [9.1521, 2.2865, 9.2686], [7.8031, 3.0829, 10.1144], [9.5220, 4.3335, 7.8244], [8.6940, 4.6985, 9.3138], [8.1216, 5.8950, 6.5896], [7.7008, 6.4507, 8.3106], [6.0110, 4.8758, 6.3294], [5.5123, 5.6866, 7.8229], [5.5913, 2.8800, 7.7017], [5.9239, 3.9402, 9.1633], [7.2238, 1.6577, 6.6032], [8.9046, 1.9570, 6.8325], [8.0530, 3.1075, 5.9739], [9.0356, 10.9956, 2.4967], [8.6532, 9.8232, 3.4168], [8.2492, 8.5326, 2.7616], [6.7877, 8.4865, 2.4172], [6.1468, 7.0688, 2.0379], [4.6157, 7.1870, 1.5990], [3.8864, 7.5090, 2.9245], [4.6298, 6.7987, 4.0013], [5.8923, 6.2021, 3.2914], [6.9589, 6.2866, 1.0024], [9.6742, 10.6895, 1.6681], [9.6688, 11.7485, 2.9661], [8.1027, 11.3389, 2.0497], [8.1150, 10.2503, 4.2630], [9.5728, 9.5047, 3.9079], [8.4974, 7.6674, 3.3763], [8.7074, 8.3701, 1.7860], [6.6722, 9.0281, 1.4784], [6.1942, 8.9997, 3.1738], [4.2313, 6.2755, 1.1413], [4.5853, 7.9906, 0.8631], [2.8371, 7.2141, 2.9329], [4.0002, 8.5700, 3.1469], [3.9981, 6.0219, 4.4320], [4.7782, 7.3484, 4.9308], [5.7743, 5.1379, 3.0873], [6.7837, 6.3776, 3.8937], [7.2084, 6.9135, 0.1463], [6.3250, 5.4700, 0.6568], [7.8894, 5.9596, 1.4664], [2.6636, 5.9956, 7.5913], [1.4186, 6.5311, 6.9792], [1.6122, 7.8818, 6.3852], [1.1584, 8.2685, 5.1728], [1.5372, 9.5828, 4.9671], [2.1390, 10.0533, 6.1183], [2.1451, 8.9905, 7.0101], [2.8891, 11.2759, 6.2192], [3.0301, 6.6771, 8.3590], [3.4087, 5.8876, 6.8031], [2.4233, 5.0296, 8.0354], [0.5079, 6.5650, 7.5773], [1.1223, 5.8369, 6.1928], [0.5952, 7.6299, 4.5085], [1.4496, 10.2056, 4.0891], [2.6964, 9.0596, 7.9362], [2.9650, 11.9584, 5.3727], [3.8832, 11.0776, 6.6199], [2.4572, 11.8318, 7.0514], [11.6613, 1.2586, 3.6096], [10.2590, 1.1402, 4.0242], [9.3282, 0.7360, 2.9428], [9.2454, -0.4787, 2.3641], [8.1992, -0.4294, 1.3830], [7.5918, 0.8658, 1.4434], [8.3899, 1.5875, 2.3814], [6.4348, 1.2873, 0.6229], [11.7276, 2.0871, 2.9044], [12.1824, 0.3699, 3.2537], [12.3588, 1.6713, 4.3386], [9.9803, 2.0852, 4.4905], [10.0919, 0.3867, 4.7938], [9.9660, -1.2622, 2.5466], [7.8107, -1.1041, 0.6345], [8.2790, 2.6493, 2.5452], [6.2272, 2.3554, 0.5586], [5.5099, 0.8112, 0.9486], [6.5807, 1.0353, -0.4275], [9.4809, -0.1132, 16.1472], [10.0184, -0.9150, 15.0110], [9.9108, -0.3535, 13.6432], [9.9422, -2.3501, 15.1645], [11.5614, -0.5564, 15.3080], [7.9255, -0.1550, 15.5396], [7.2582, -1.4248, 15.3326], [7.5106, 0.9436, 14.6765], [7.2290, 0.2738, 16.9582], [9.6475, 7.2355, 12.9199], [9.4078, 7.3969, 11.4412], [9.6669, 8.7311, 10.8802], [8.2841, 6.6485, 10.8890], [10.6863, 6.6158, 10.9592], [8.5757, 8.4273, 13.3716], [7.2110, 8.3301, 12.9228], [9.1164, 9.7661, 13.4899], [8.5157, 8.0327, 14.9172], [1.6380, 1.6368, 10.3882], [2.4395, 3.1092, 10.8042], [3.5100, 3.5475, 9.9171], [2.6289, 3.3831, 12.2736], [1.1682, 4.0179, 10.3690], [2.8110, 0.6787, 10.6559], [3.3217, 0.5772, 11.9807], [3.7480, 0.4796, 9.5744], [1.9573, -0.6812, 10.4420], [4.7903, 9.8293, 8.8209], [5.1946, 10.5582, 10.3284], [6.3965, 11.4082, 10.3050], [4.8836, 9.8907, 11.6124], [4.0276, 11.7018, 10.2051], [5.6124, 8.6889, 8.9513], [5.1478, 7.5745, 9.7754], [7.0528, 8.9399, 8.7996], [5.1696, 8.0992, 7.5223], [8.1995, -3.7484, 6.3420], [9.4453, -2.9321, 7.0953], [9.2600, -1.4789, 6.9875], [10.8048, -3.5413, 7.2040], [8.9260, -3.0722, 8.5932], [9.0083, -4.1349, 5.1717], [9.7172, -5.4116, 5.2354], [9.5938, -3.0624, 4.3358], [7.7630, -4.5462, 4.2516]],
  "forces_ev_per_a": [[-0.41, -0.16, 0.00], [2.01, -0.44, 0.42], [-0.64, 1.01, -0.91], [-0.36, -1.73, 0.06], [0.68, 0.14, 0.97], [1.45, 0.61, -1.28], [-2.02, 1.85, -0.26], [0.74, -0.85, 0.43], [0.57, -1.10, -0.10], [0.45, 1.02, -0.02], [-0.01, -0.09, 0.03], [0.03, 0.27, -0.28], [-0.24, 0.15, 0.28], [0.05, 0.00, -0.06], [-0.38, 0.29, -0.36], [0.35, -0.37, 0.71], [-0.26, 0.01, -0.64], [-0.44, -0.13, 0.30], [0.32, 0.32, 0.01], [-0.48, 0.45, -0.81], [-0.55, -1.58, 0.03], [0.14, 0.31, 0.07], [-0.40, -0.73, 0.83], [-0.50, 0.37, 0.61], [-0.22, -0.39, -0.06], [-0.51, 0.90, -0.01], [0.33, 0.09, 0.61], [0.20, 0.00, 0.09], [0.05, -0.13, -0.25], [0.11, -0.26, 0.07], [-0.53, -0.77, 0.14], [-0.15, -1.60, 1.48], [0.19, 1.87, -2.19], [-0.19, 2.66, 0.12], [0.27, -0.87, -1.34], [-1.15, -1.29, -0.47], [-0.24, -2.09, 0.92], [0.76, 1.10, -0.02], [1.64, 0.80, 0.20], [0.89, 0.52, 0.28], [0.05, 0.67, -0.08], [0.39, -0.19, -0.02], [0.27, -0.35, 0.25], [0.20, 0.42, 0.21], [0.18, 0.18, -0.08], [-0.25, -0.30, -0.27], [-0.58, -1.64, 0.16], [0.04, -0.15, 0.25], [0.25, -0.43, 0.65], [-0.12, 0.04, -0.25], [-0.29, 0.38, -0.03], [-0.11, 0.46, 0.15], [-0.25, 0.60, -0.53], [-0.05, -0.05, -0.22], [-0.08, -0.14, -0.10], [-0.07, 0.17, 0.35], [-0.08, -0.68, 0.14], [-0.34, 0.41, 0.51], [0.14, -0.06, 0.80], [-0.64, 0.53, 0.12], [-0.24, -0.91, -0.68], [2.65, 0.83, 0.57], [-1.18, -1.36, -0.60], [-1.40, -0.33, -1.16], [-1.73, -1.16, 0.39], [0.85, 1.46, 0.49], [0.17, 1.02, -0.82], [0.49, -1.78, 0.68], [0.81, 1.59, 1.44], [-0.46, 0.90, 0.65], [-0.08, -0.46, -0.16], [-0.76, 0.20, 0.40], [0.24, 0.84, 0.01], [-0.87, -0.66, -0.15], [0.29, 0.27, 0.19], [0.16, 0.09, 0.29], [0.87, 0.25, 0.23], [-0.35, 0.15, 0.01], [-0.34, -0.62, 0.07], [0.64, -0.24, 0.11], [-0.19, -0.05, 0.01], [0.08, 0.30, -0.40], [-0.55, 0.14, -0.41], [0.21, -0.67, -0.43], [0.79, 0.63, -0.38], [0.08, 0.23, -0.57], [-0.01, -0.49, 0.21], [-0.15, 0.17, 0.14], [0.24, -0.07, 0.17], [-0.17, -0.13, -0.01], [-0.04, 0.26, 0.56], [-1.03, -0.05, -0.58], [0.30, 1.86, 1.61], [0.35, 1.42, -1.23], [-0.28, -0.54, 0.25], [-0.65, -3.57, -0.54], [0.37, 0.32, -2.01], [0.68, 1.22, 2.32], [0.31, -0.30, 0.16], [0.18, -0.08, 0.16], [0.30, 0.01, 0.13], [0.40, 0.17, 0.63], [0.03, 0.41, -0.58], [0.15, -0.06, 0.19], [-0.18, -0.06, 0.17], [-0.08, -0.26, 0.30], [-0.52, -0.77, -0.36], [0.17, -0.32, -0.34], [-0.18, 0.32, -0.14], [2.01, 0.85, -0.95], [-0.65, -0.77, 1.48], [-2.09, 2.88, -1.37], [-2.02, -0.36, -2.85], [0.59, 1.83, 1.76], [3.72, -0.18, 2.20], [-1.04, -2.63, -1.26], [-0.09, 0.00, -0.42], [0.02, -0.32, -0.78], [-0.46, -0.08, -0.27], [-0.55, -0.32, 0.87], [-0.64, 0.02, -0.45], [0.17, -0.16, 0.14], [-0.27, -0.17, 0.30], [0.28, -0.34, 0.38], [0.05, -0.24, 0.35], [0.57, 0.11, 0.75], [0.25, -0.15, 0.25], [0.34, -0.43, 0.15], [-4.57, 1.57, 0.71], [6.43, -2.97, -5.27], [-0.62, -1.17, 2.11], [0.13, 1.03, -0.40], [0.08, -0.42, 0.12], [-5.07, 2.61, 2.48], [1.53, 0.78, -0.28], [1.33, -1.43, 0.88], [0.71, -0.04, -0.64], [-1.88, 1.84, 2.63], [0.40, 0.75, -5.91], [-0.84, -1.97, 0.65], [1.16, 0.23, -0.08], [0.58, -0.96, -0.50], [-0.57, 2.51, 3.95], [1.22, -0.59, -0.12], [0.03, -1.48, -0.70], [-0.03, -0.59, -0.38], [1.31, 4.04, 0.58], [-1.01, 1.92, 3.52], [-1.27, -0.85, 0.44], [-0.85, -1.12, -4.92], [0.76, -0.39, 0.09], [0.97, -5.00, -0.10], [-0.02, 0.39, -0.28], [0.36, 0.78, -0.47], [-0.24, 0.24, 0.29], [-4.98, 8.81, 2.87], [0.29, 4.66, 4.16], [-2.43, -2.39, -0.80], [0.37, 0.83, -4.18], [0.24, -0.98, -0.27], [7.75, -10.96, -0.10], [0.82, 1.56, -0.75], [-2.43, -0.86, 0.37], [-0.14, -0.74, -2.27], [0.50, 2.80, 4.60], [1.80, 1.96, 5.60], [0.69, -1.64, -1.18], [-4.00, 1.70, -1.43], [-0.21, -0.67, -0.64], [2.87, -5.40, -8.52], [-0.73, 2.55, 0.11], [-0.51, -0.76, 1.51], [-0.67, 0.09, -0.38]]
}